#a
Below is a 11-piece molecular cluster, C44H88O11 overall, with properties calculated with ωB97M-V/def2-TZVPD.

```
143
C44H88O11 ωB97M-V/def2-TZVPD
C 9.49 2.23 1.05
C 8.13 1.60 0.73
C 8.34 0.17 1.23
O 9.74 -0.12 0.98
C 10.52 1.11 0.77
H 9.53 2.58 2.08
H 9.80 3.07 0.43
H 8.01 1.58 -0.36
H 7.26 2.11 1.14
H 7.87 -0.60 0.62
H 8.00 0.12 2.26
H 10.84 1.08 -0.27
H 11.38 1.25 1.43
C -1.68 -4.13 6.38
C -1.19 -2.76 6.86
C -2.40 -1.84 6.57
O -3.47 -2.78 6.87
C -3.17 -4.15 6.67
H -1.07 -4.94 6.78
H -1.53 -4.15 5.30
H -0.31 -2.38 6.34
H -0.93 -2.78 7.92
H -2.42 -1.43 5.56
H -2.42 -1.02 7.29
H -3.71 -4.66 5.87
H -3.30 -4.80 7.53
C 5.70 -5.31 -6.37
C 4.91 -4.93 -5.12
C 5.50 -5.76 -3.97
O 6.07 -6.89 -4.67
C 6.65 -6.46 -5.93
H 6.17 -4.49 -6.90
H 4.96 -5.69 -7.07
H 3.84 -5.14 -5.24
H 4.98 -3.87 -4.88
H 4.79 -6.09 -3.22
H 6.32 -5.26 -3.45
H 6.67 -7.35 -6.56
H 7.66 -6.11 -5.75
C -4.08 3.00 -5.11
C -5.50 2.52 -5.49
C -5.30 2.06 -6.93
O -3.95 1.65 -7.01
C -3.18 2.09 -5.94
H -3.86 2.99 -4.04
H -3.92 4.01 -5.48
H -6.29 3.25 -5.37
H -5.64 1.66 -4.83
H -5.49 2.94 -7.54
H -5.99 1.28 -7.26
H -2.27 2.65 -6.17
H -2.85 1.30 -5.26
C -8.67 6.10 0.12
C -7.78 4.92 0.12
C -7.44 4.80 1.60
O -7.74 6.01 2.24
C -8.14 6.97 1.26
H -9.71 5.87 0.33
H -8.70 6.54 -0.87
H -6.88 5.19 -0.43
H -8.26 4.02 -0.25
H -6.40 4.51 1.72
H -8.06 4.03 2.04
H -7.31 7.59 0.92
H -8.92 7.62 1.65
C 4.74 10.09 -4.13
C 4.87 8.61 -4.38
C 4.24 7.98 -3.14
O 4.38 8.96 -2.14
C 4.26 10.28 -2.70
H 3.90 10.55 -4.66
H 5.64 10.68 -4.32
H 5.91 8.29 -4.31
H 4.46 8.23 -5.31
H 4.77 7.08 -2.81
H 3.18 7.75 -3.22
H 4.89 10.92 -2.08
H 3.25 10.68 -2.74
C -1.73 -6.02 -1.25
C -2.16 -7.31 -0.63
C -3.36 -7.69 -1.55
O -3.12 -7.15 -2.84
C -2.04 -6.18 -2.74
H -0.70 -5.84 -0.97
H -2.35 -5.23 -0.84
H -2.52 -7.23 0.39
H -1.36 -8.04 -0.68
H -4.27 -7.30 -1.10
H -3.42 -8.78 -1.56
H -2.31 -5.19 -3.12
H -1.12 -6.52 -3.23
C 5.14 -7.36 4.14
C 4.36 -6.08 4.46
C 3.89 -5.57 3.15
O 4.99 -5.79 2.37
C 5.67 -7.04 2.75
H 4.52 -8.25 4.21
H 5.98 -7.54 4.82
H 5.05 -5.36 4.91
H 3.51 -6.22 5.13
H 3.63 -4.51 3.16
H 3.00 -6.10 2.80
H 6.75 -6.94 2.67
H 5.29 -7.82 2.09
C -1.52 5.37 4.16
C -0.79 5.98 2.99
C 0.68 5.71 3.32
O 0.69 5.91 4.71
C -0.50 5.48 5.33
H -1.69 4.30 4.04
H -2.47 5.83 4.44
H -0.98 7.05 2.98
H -1.02 5.68 1.97
H 1.41 6.36 2.84
H 0.90 4.66 3.16
H -0.79 6.16 6.13
H -0.25 4.54 5.80
C 1.57 -0.35 -1.03
C 0.54 -0.29 0.11
C -0.48 0.62 -0.44
O 0.30 1.58 -1.17
C 1.42 0.91 -1.83
H 1.29 -1.12 -1.75
H 2.56 -0.50 -0.62
H 0.91 0.09 1.07
H 0.05 -1.24 0.34
H -1.12 1.16 0.26
H -1.17 0.17 -1.16
H 2.24 1.59 -1.60
H 1.37 0.79 -2.91
C -6.53 -2.71 1.55
C -6.91 -2.03 0.28
C -8.43 -2.09 0.33
O -8.66 -1.83 1.70
C -7.64 -2.39 2.54
H -5.54 -2.38 1.86
H -6.48 -3.79 1.38
H -6.60 -2.58 -0.61
H -6.47 -1.04 0.17
H -8.85 -3.05 0.03
H -8.89 -1.28 -0.23
H -7.82 -3.30 3.12
H -7.29 -1.63 3.23
```

The value obtained for the LUMO energy is -0.08 eV. The SMILES is C1CCOC1.C1CCOC1.C1CCOC1.C1CCOC1.C1CCOC1.C1CCOC1.C1CCOC1.C1CCOC1.C1CCOC1.C1CCOC1.C1CCOC1. The calculation puts the orbital gap at 9.2992 eV. The net charge is 0. Its HOMO energy is -9.3829 eV.



#b
Below is a 11-piece molecular cluster, C44H88O11 overall, with properties calculated with ωB97M-V/def2-TZVPD.

```
143
C44H88O11 ωB97M-V/def2-TZVPD
C -20.14 -11.22 3.64
C -21.12 -10.54 4.66
C -22.14 -9.98 3.64
O -22.22 -10.83 2.56
C -20.87 -11.25 2.32
H -19.86 -12.22 3.96
H -19.19 -10.68 3.59
H -20.72 -9.75 5.29
H -21.59 -11.36 5.21
H -21.91 -8.96 3.30
H -23.14 -9.89 4.05
H -20.49 -10.49 1.65
H -20.85 -12.22 1.83
C -19.06 -16.73 10.81
C -18.24 -17.78 11.64
C -18.54 -19.09 10.98
O -19.78 -18.86 10.27
C -20.32 -17.55 10.53
H -18.49 -16.42 9.93
H -19.36 -15.85 11.38
H -18.63 -17.90 12.65
H -17.18 -17.51 11.66
H -18.69 -19.88 11.72
H -17.80 -19.32 10.22
H -21.04 -17.63 11.35
H -20.92 -17.15 9.71
C -20.97 -21.50 5.39
C -20.90 -22.96 5.20
C -20.56 -23.16 3.69
O -20.77 -21.81 3.13
C -21.49 -21.00 4.09
H -19.97 -21.09 5.47
H -21.57 -21.21 6.26
H -21.89 -23.39 5.35
H -20.27 -23.49 5.92
H -21.30 -23.81 3.22
H -19.52 -23.47 3.62
H -22.54 -21.19 3.86
H -21.25 -19.94 4.02
C -14.57 -25.19 8.94
C -15.54 -24.68 7.88
C -15.36 -23.22 7.86
O -14.80 -22.86 9.14
C -13.95 -23.96 9.54
H -13.85 -25.89 8.52
H -15.09 -25.65 9.78
H -16.57 -24.98 8.05
H -15.38 -25.13 6.90
H -16.32 -22.72 7.75
H -14.69 -22.78 7.12
H -13.81 -24.02 10.62
H -12.91 -23.85 9.23
C -15.95 -15.91 4.72
C -16.61 -17.15 5.12
C -16.33 -18.16 4.06
O -15.88 -17.45 2.95
C -15.29 -16.22 3.41
H -15.16 -15.62 5.42
H -16.69 -15.11 4.70
H -17.68 -17.01 5.25
H -16.26 -17.52 6.08
H -17.14 -18.83 3.78
H -15.49 -18.81 4.32
H -15.34 -15.40 2.70
H -14.24 -16.43 3.61
C -16.95 -8.54 -0.44
C -15.78 -8.87 0.54
C -15.44 -10.29 0.08
O -16.53 -10.86 -0.48
C -17.11 -9.80 -1.25
H -16.80 -7.70 -1.12
H -17.84 -8.21 0.11
H -16.13 -8.98 1.56
H -14.97 -8.15 0.46
H -15.00 -10.93 0.85
H -14.71 -10.22 -0.73
H -18.17 -9.97 -1.49
H -16.64 -9.81 -2.23
C -11.87 -15.45 9.07
C -11.89 -16.89 9.47
C -11.33 -17.68 8.26
O -10.52 -16.77 7.63
C -10.95 -15.45 7.85
H -11.41 -14.86 9.86
H -12.85 -15.02 8.90
H -12.84 -17.33 9.80
H -11.19 -17.08 10.28
H -12.09 -18.08 7.58
H -10.73 -18.56 8.51
H -11.53 -15.12 6.99
H -10.09 -14.80 7.99
C -17.07 -10.94 8.40
C -15.88 -10.57 7.64
C -16.07 -9.11 7.25
O -16.54 -8.68 8.48
C -17.44 -9.63 9.02
H -16.93 -11.78 9.09
H -17.89 -11.17 7.73
H -15.70 -11.12 6.71
H -15.00 -10.67 8.27
H -16.82 -8.78 6.53
H -15.19 -8.54 6.96
H -18.47 -9.38 8.78
H -17.40 -9.76 10.10
C -18.80 -16.42 -1.48
C -19.63 -17.21 -0.52
C -19.58 -18.68 -0.98
O -19.31 -18.51 -2.40
C -19.10 -17.18 -2.81
H -17.77 -16.54 -1.14
H -19.01 -15.35 -1.55
H -20.66 -16.86 -0.59
H -19.29 -17.03 0.50
H -20.55 -19.13 -0.78
H -18.77 -19.18 -0.45
H -20.10 -16.89 -3.13
H -18.34 -17.06 -3.59
C -9.07 -16.09 0.77
C -9.45 -14.97 -0.15
C -10.67 -14.40 0.39
O -10.47 -14.47 1.78
C -9.56 -15.57 2.08
H -7.99 -16.27 0.72
H -9.55 -17.02 0.47
H -9.62 -15.17 -1.20
H -8.67 -14.22 -0.05
H -11.56 -14.95 0.09
H -10.72 -13.36 0.08
H -10.06 -16.39 2.60
H -8.75 -15.07 2.61
C -12.95 -21.47 -0.40
C -12.05 -22.02 -1.47
C -12.90 -21.89 -2.75
O -14.28 -21.80 -2.35
C -14.18 -21.00 -1.21
H -12.55 -20.57 0.06
H -13.14 -22.17 0.41
H -11.75 -23.04 -1.25
H -11.11 -21.49 -1.59
H -12.73 -22.73 -3.41
H -12.59 -21.09 -3.42
H -15.03 -21.10 -0.53
H -14.13 -19.93 -1.40
```

The value obtained for the LUMO energy is 0.06 eV. The SMILES is C1CCOC1.C1CCOC1.C1CCOC1.C1CCOC1.C1CCOC1.C1CCOC1.C1CCOC1.C1CCOC1.C1CCOC1.C1CCOC1.C1CCOC1. The calculation puts the orbital gap at 9.2092 eV. The net charge is 0. Its HOMO energy is -9.1509 eV.



#c
Below is a 11-piece molecular cluster, C44H88O11 overall, with properties calculated with ωB97M-V/def2-TZVPD.

```
143
C44H88O11 ωB97M-V/def2-TZVPD
C 3.89 1.49 -6.71
C 3.83 2.60 -5.74
C 2.45 3.32 -5.99
O 1.59 2.28 -6.43
C 2.42 1.14 -6.72
H 4.64 0.72 -6.48
H 4.14 1.83 -7.72
H 4.56 3.41 -5.82
H 3.90 2.22 -4.73
H 2.52 4.05 -6.80
H 2.11 3.86 -5.10
H 2.12 0.83 -7.73
H 2.29 0.36 -5.96
C -3.62 1.49 -3.75
C -4.73 2.08 -4.58
C -5.85 2.43 -3.64
O -5.70 1.47 -2.58
C -4.29 1.28 -2.37
H -2.75 2.12 -3.56
H -3.35 0.53 -4.18
H -5.00 1.41 -5.39
H -4.27 2.94 -5.06
H -6.83 2.29 -4.10
H -5.81 3.47 -3.32
H -4.11 0.32 -1.88
H -3.84 1.95 -1.64
C 7.17 1.74 1.42
C 7.72 0.31 1.54
C 6.50 -0.52 1.05
O 6.10 0.28 -0.02
C 6.19 1.69 0.28
H 8.02 2.38 1.21
H 6.72 2.02 2.38
H 8.00 -0.02 2.53
H 8.52 0.20 0.80
H 5.74 -0.47 1.83
H 6.73 -1.56 0.83
H 5.31 2.15 0.71
H 6.45 2.27 -0.61
C 3.99 1.03 8.45
C 5.33 1.68 8.25
C 5.94 0.99 7.09
O 5.02 0.03 6.67
C 3.69 0.38 7.10
H 3.24 1.82 8.44
H 3.85 0.42 9.34
H 6.07 1.58 9.05
H 5.17 2.74 8.02
H 6.75 0.40 7.52
H 6.26 1.65 6.28
H 2.98 -0.44 7.18
H 3.22 0.98 6.33
C 0.59 1.02 -0.22
C 0.78 0.18 1.06
C 0.13 -1.18 0.69
O 0.16 -1.20 -0.70
C 0.73 0.00 -1.28
H 1.28 1.85 -0.39
H -0.42 1.42 -0.25
H 0.40 0.59 1.99
H 1.86 0.07 1.17
H -0.91 -1.31 1.00
H 0.76 -1.98 1.08
H 0.25 0.24 -2.23
H 1.77 -0.25 -1.50
C -3.11 -2.65 7.36
C -1.90 -3.61 7.01
C -1.97 -3.76 5.52
O -3.34 -3.56 5.21
C -4.12 -3.31 6.41
H -2.82 -1.63 7.13
H -3.53 -2.68 8.36
H -2.11 -4.58 7.46
H -0.94 -3.21 7.36
H -1.61 -4.73 5.16
H -1.36 -3.05 4.96
H -4.47 -4.25 6.83
H -5.02 -2.73 6.18
C -1.99 3.12 5.36
C -3.09 2.96 4.36
C -4.15 2.10 5.03
O -3.85 2.24 6.44
C -2.74 3.12 6.66
H -1.41 4.03 5.17
H -1.24 2.33 5.33
H -2.73 2.36 3.53
H -3.35 3.88 3.84
H -4.08 1.04 4.79
H -5.19 2.33 4.81
H -2.22 2.73 7.53
H -3.16 4.11 6.85
C 5.08 -3.43 -3.50
C 5.72 -4.11 -4.62
C 4.77 -5.25 -5.00
O 3.88 -5.42 -3.91
C 4.28 -4.54 -2.87
H 4.39 -2.65 -3.80
H 5.67 -3.03 -2.67
H 6.63 -4.62 -4.29
H 5.99 -3.46 -5.45
H 5.34 -6.18 -5.11
H 4.33 -5.02 -5.97
H 4.75 -4.97 -1.99
H 3.39 -4.09 -2.43
C -1.02 -3.78 -5.57
C -2.51 -3.60 -5.73
C -2.99 -4.97 -6.20
O -1.80 -5.58 -6.77
C -0.65 -4.74 -6.60
H -0.90 -4.30 -4.62
H -0.48 -2.84 -5.65
H -2.81 -2.96 -6.57
H -3.09 -3.32 -4.86
H -3.79 -4.81 -6.92
H -3.27 -5.70 -5.44
H -0.22 -4.36 -7.52
H 0.07 -5.35 -6.04
C -2.09 7.87 -1.83
C -1.48 6.47 -1.56
C -0.62 6.69 -0.29
O -0.61 8.10 0.03
C -1.06 8.82 -1.12
H -3.11 7.87 -1.44
H -2.21 8.14 -2.88
H -0.87 6.12 -2.39
H -2.33 5.83 -1.35
H 0.40 6.36 -0.48
H -0.95 6.02 0.51
H -0.21 9.09 -1.75
H -1.49 9.78 -0.84
C -6.07 -3.37 1.02
C -6.63 -3.21 -0.34
C -7.53 -4.40 -0.61
O -7.61 -4.99 0.70
C -6.43 -4.78 1.42
H -6.51 -2.67 1.73
H -4.99 -3.23 1.01
H -5.88 -3.24 -1.14
H -7.20 -2.30 -0.47
H -7.07 -5.06 -1.34
H -8.52 -4.10 -0.95
H -5.72 -5.58 1.24
H -6.81 -4.83 2.44
```

The value obtained for the LUMO energy is 0.04 eV. The SMILES is C1CCOC1.C1CCOC1.C1CCOC1.C1CCOC1.C1CCOC1.C1CCOC1.C1CCOC1.C1CCOC1.C1CCOC1.C1CCOC1.C1CCOC1. The calculation puts the orbital gap at 9.3844 eV. The net charge is 0. Its HOMO energy is -9.3397 eV.



Stability verdict: #a, ahead by 14.0 kcal/mol